Formula: C14H22Cl12N2O6
Source: the Open Molecules 2025 dataset
Level of theory: the ωB97M-V functional and the def2-TZVPD basis

Calculated values
Energy above the lowest of the compared OMol25 structures with the same formula, charge and spin (kJ/mol): 77.63
HOMO energy (eV): -10.67
Orbital gap (eV): 10.829
SMILES: COC(=O)OC.COC(=O)OC.ClC(Cl)Cl.ClC(Cl)Cl.ClC(Cl)Cl.ClC(Cl)Cl.CC#N.CC#N
Charge: 0

Positions of all 56 atoms, in Å:
Cl 1.143716 2.307735 4.022097
Cl -3.312394 5.456025 1.261007
Cl -0.257054 -1.582845 -5.738693
Cl -0.690604 1.857735 -0.906453
Cl -2.424284 -0.313055 -7.320293
Cl 0.598436 -0.117745 2.494077
Cl 2.625116 -0.206945 4.569877
Cl -1.113014 -0.637575 -2.316113
Cl -3.045014 -2.185655 -5.028453
Cl -4.081054 2.826205 2.592787
Cl -1.312434 3.732815 2.394477
Cl -2.613234 0.051495 0.221727
O 3.325176 4.980955 -0.562723
O 3.632716 3.026275 -1.692393
O 3.063976 3.105595 0.568317
O -3.089454 -4.754355 3.487387
O -3.886674 -3.302125 2.095137
O -4.868524 -3.429345 4.153647
N 4.606436 0.261585 -2.044853
N 0.736416 -2.656805 -0.408083
C 3.679806 0.265765 -2.745863
C 3.421016 5.808975 -1.699973
C 1.675886 -2.937755 -0.990313
C -1.893694 -0.930645 -5.678013
C 2.900996 -3.349455 -1.669213
C -4.071344 -3.855895 3.289927
C 3.321396 3.635645 -0.682853
C 1.085716 0.519285 4.071217
C -4.757014 -2.219895 1.683617
C 2.529406 0.323275 -3.634003
C -2.873104 3.702845 1.555207
C -1.073404 0.144445 -0.696703
C 2.920576 1.678945 0.761017
C -2.995074 -5.334795 4.810007
H -0.256424 -0.313575 -0.139153
H -1.899454 -0.060305 -5.021833
H 3.514096 -2.448995 -1.631993
H -2.800394 -4.571735 5.563627
H 2.631316 -0.486225 -4.356783
H 2.412686 1.326875 -4.042983
H -2.768804 3.290115 0.551777
H 2.683836 -3.496785 -2.727153
H 1.596806 0.097155 -3.117043
H -2.125894 -5.992075 4.785137
H 3.501356 -4.112395 -1.173633
H 2.006176 1.272655 0.328687
H 0.310606 0.161955 4.749177
H 3.708076 1.066735 0.321537
H 2.791416 6.698735 -1.694583
H 3.130676 5.327165 -2.633603
H 3.001086 1.575835 1.843137
H -4.170444 -1.306885 1.581397
H -5.259814 -2.442355 0.742447
H -3.897044 -5.719035 5.286357
H -5.438744 -1.928055 2.482477
H 4.419486 6.190475 -1.913553

Forces on the atoms, in the same order (eV/Å):
0.2 -0.8 0.3
-0.2 -1.1 0.2
-0.2 0.1 -0.1
0.2 0.1 0.0
0.4 -0.6 1.2
0.0 -0.1 0.0
-0.2 0.3 0.0
-0.3 0.1 0.8
0.8 1.0 -0.6
0.7 0.7 -1.1
-0.3 -0.4 -0.4
0.9 -0.3 -0.7
-0.6 -0.3 0.8
-1.1 0.8 1.5
0.0 0.8 -1.8
-1.1 -0.3 0.4
-0.5 -0.1 -0.6
1.8 -1.8 -2.1
-1.4 -0.4 -1.1
-0.8 0.5 0.4
1.4 0.2 1.3
0.2 0.2 -1.9
0.8 -1.1 0.0
-0.8 -0.1 -0.5
0.2 1.4 -0.2
-0.7 2.2 2.6
1.1 -0.9 -0.1
-0.2 0.0 -0.2
0.1 0.6 0.9
-0.3 -0.3 0.2
-0.1 1.1 0.7
-0.2 0.3 -0.3
0.7 0.0 -0.3
0.3 1.0 0.8
-0.4 -0.2 -0.1
-0.1 -0.3 -0.1
0.3 0.1 -0.1
0.5 0.6 -0.3
0.1 0.4 -0.4
0.2 -0.2 -0.3
-0.2 -0.4 0.5
0.1 -0.5 0.1
0.1 0.0 0.4
-0.5 -0.2 -0.1
-0.6 -0.3 -0.1
-0.3 0.5 0.3
0.3 0.5 0.1
0.4 0.5 -0.2
-0.3 -0.2 1.0
0.0 -0.6 0.2
-0.4 -0.1 -0.2
0.4 -0.4 -0.3
0.1 -0.3 0.2
-0.3 -0.7 -1.1
-0.3 -0.7 -0.1
0.3 -0.3 0.6

***

Formula: C14H22GeIN4O2OsSe
Source: the Open Molecules 2025 dataset
Level of theory: the ωB97M-V functional and the def2-TZVPD basis

Calculated values
Energy above the lowest of the compared OMol25 structures with the same formula, charge and spin (kJ/mol): 51.98
HOMO energy (alpha / beta) (eV): -17.52 / -17.54
Orbital gap (alpha / beta) (eV): 4.276 / 4.397
Charge: +3

Positions of all 46 atoms, in Å:
Os -1.241553 1.321836 -0.141919
I -1.320057 7.348394 -0.965054
Se 0.998852 0.415222 -0.609647
Ge 2.350403 -1.666984 -2.814977
O -1.596556 0.562524 1.626080
O -1.889388 -0.457012 -0.533617
N -2.054042 -0.682888 1.570294
N -2.229409 -1.256484 0.432590
N -1.014938 3.256229 0.178744
N -1.242502 3.867153 1.388061
C -2.300161 -1.384370 2.754823
C -1.249241 5.487368 -0.125194
C 1.556137 -3.424057 -2.629643
C -1.739275 -0.908864 3.957048
C -1.965612 -1.622642 5.105062
C 3.890826 -1.236320 -1.700976
C 0.888809 -0.257298 -2.393090
C -1.025595 4.283088 -0.739841
C -1.383817 5.170007 1.245564
C -2.737817 -2.796999 5.062462
C -3.084198 -2.561825 2.698554
C 2.770501 -1.371987 -4.684885
C 2.140423 1.954924 -0.885767
C -3.303682 -3.250731 3.863138
H 1.903742 -1.574288 -5.311197
H -1.240520 3.336239 2.248974
H 0.961039 0.571779 -3.097794
H 3.090761 1.560736 -1.244898
H -0.860528 4.094573 -1.790606
H -0.082066 -0.741752 -2.508026
H -1.544321 -1.288369 6.042773
H 3.115342 -0.350939 -4.843719
H 0.997683 -3.541315 -1.700921
H -3.506611 -2.897138 1.762188
H 3.574548 -2.061986 -4.941860
H 3.627223 -1.030322 -0.660903
H -3.915188 -4.142273 3.857523
H 4.424220 -0.378924 -2.112877
H 4.575269 -2.083949 -1.706789
H 0.897558 -3.616726 -3.474728
H -2.885643 -3.367865 5.970367
H -1.124206 -0.021616 3.957904
H 2.282450 2.451101 0.070946
H -1.579656 5.821920 2.085421
H 1.705344 2.627140 -1.620306
H 2.365449 -4.154312 -2.639282

Forces on the atoms, in the same order (eV/Å):
0.3 -0.4 -0.1
-0.1 0.0 0.0
0.2 -0.4 -0.1
0.4 -0.3 -0.5
0.0 0.1 -0.1
0.2 1.1 -0.5
-0.1 -0.7 -0.4
0.1 0.3 0.8
-0.5 -0.6 0.0
-0.1 0.3 0.2
-0.2 -0.2 0.6
0.1 0.0 -0.3
-0.1 0.2 0.4
-0.1 0.1 -0.5
-0.2 -0.4 0.1
-0.2 0.1 0.1
-0.3 0.2 -0.2
0.1 0.2 0.0
0.0 -0.2 0.1
0.1 0.2 -0.2
0.2 0.4 -0.2
-0.2 0.3 0.3
0.0 0.4 0.1
0.1 0.0 0.4
0.1 0.0 -0.1
0.0 -0.1 0.0
0.0 0.0 0.1
0.0 -0.1 0.0
0.0 -0.1 0.0
0.0 -0.1 0.1
0.0 0.0 0.0
0.0 0.0 -0.1
0.0 -0.1 0.0
-0.1 0.0 0.0
0.0 0.0 -0.1
0.1 -0.1 0.1
0.0 0.0 0.0
0.0 0.0 0.0
0.0 0.0 0.0
0.0 0.0 0.0
-0.1 0.0 0.0
0.0 0.0 0.1
0.0 0.0 0.0
0.1 0.0 0.1
0.0 -0.1 -0.1
0.0 0.0 0.0

***

Formula: C14H22IN4O2Ru
Source: the Open Molecules 2025 dataset
Level of theory: the ωB97M-V functional and the def2-TZVPD basis

Calculated values
Energy above the lowest of the compared OMol25 structures with the same formula, charge and spin (kJ/mol): 0.00
HOMO energy (alpha / beta) (eV): 2.48 / -3.67
Orbital gap (alpha / beta) (eV): 1.727 / 7.645
Multiplicity: 6
Charge: -2

Positions of all 44 atoms, in Å:
I -3.791333 0.687546 -2.899036
Ru 0.460893 0.154400 0.294133
O 1.090154 -1.482580 2.467513
O 1.993181 2.722034 0.058420
N -1.462929 1.496663 2.283534
N -2.074395 -0.500668 1.749531
N 1.387383 -2.146028 -1.311555
N 1.694498 -0.352373 -2.483789
C 2.423848 -1.366987 -3.076071
C -2.911086 2.456448 -2.424545
C -2.143964 -1.815247 1.142151
C -1.215570 0.497466 1.392485
C 1.607808 -0.705791 1.662124
C -0.778525 2.776187 2.338693
C -2.883721 -0.100654 2.789327
C 0.807144 -3.124540 -0.407091
C 3.054951 -0.333695 1.633212
C 1.337506 1.734341 0.150887
C 1.519188 0.959922 -3.083161
C 1.058521 -0.817972 -1.372311
C -2.515727 1.158580 3.113566
C 2.233500 -2.480305 -2.342328
H -2.073578 2.669194 -3.101689
H -1.155965 3.309131 3.218226
H 0.313767 -3.914094 -0.992857
H 3.610741 -1.085348 1.043453
H -1.486873 -2.518399 1.671655
H 1.821885 1.752835 -2.393668
H 2.608454 -3.477891 -2.462551
H -2.894903 1.834329 3.861565
H -3.170622 -2.192683 1.211723
H -0.982595 3.372770 1.437673
H 2.155923 0.995506 -3.970847
H -3.677181 3.223981 -2.534629
H 3.005333 -1.200623 -3.963755
H 3.243036 0.659574 1.200968
H 3.430948 -0.320360 2.664679
H 1.579454 -3.578536 0.229244
H -1.844674 -1.744651 0.089904
H 0.304599 2.641200 2.448982
H 0.062056 -2.635978 0.232447
H 0.476745 1.123495 -3.392362
H -2.578634 2.410408 -1.378641
H -3.639240 -0.740608 3.204792

Forces on the atoms, in the same order (eV/Å):
-0.5 -1.5 -0.3
-0.4 0.2 -0.3
1.1 0.3 0.3
-0.7 -1.3 0.4
-0.6 0.0 -0.2
-0.5 0.5 0.2
0.0 0.3 -0.4
0.0 -0.5 -0.1
0.0 0.1 -0.2
0.7 1.5 0.6
-0.1 -0.2 0.0
-0.2 -0.5 0.4
-1.1 -0.7 0.1
0.0 0.1 0.0
0.1 0.1 0.0
-0.1 -0.2 0.2
1.1 -0.1 0.7
0.9 2.9 -0.9
0.0 0.1 0.0
0.1 -0.4 -0.4
0.1 -0.1 0.2
-0.1 -0.1 0.0
-0.3 -0.1 0.3
0.1 0.0 -0.2
0.2 0.2 0.1
-0.2 0.2 0.2
0.0 0.3 -0.1
-0.1 -0.2 -0.1
0.1 -0.1 -0.1
0.0 -0.1 0.0
0.2 0.2 -0.1
0.1 -0.2 0.2
-0.1 0.0 0.1
0.2 0.0 0.0
0.0 -0.1 0.0
-0.2 -0.5 0.1
0.2 -0.2 0.0
-0.2 0.2 -0.2
-0.1 0.0 0.2
-0.3 0.0 -0.1
0.5 -0.1 -0.3
0.3 -0.1 0.2
0.1 0.1 -0.4
-0.1 0.0 0.0

***

Formula: C14H22N2O4S
Source: the Open Molecules 2025 dataset
Level of theory: the ωB97M-V functional and the def2-TZVPD basis

Calculated values
Energy above the lowest of the compared OMol25 structures with the same formula, charge and spin (kJ/mol): 387.70
HOMO energy (eV): -8.44
Orbital gap (eV): 9.086
SMILES: C=CCN(Cc1cccc(OC)c1OC)S(=O)(=O)N(C)C
Charge: 0

Positions of all 43 atoms, in Å:
S 0.933732 1.176762 2.465362
O -0.765986 -1.913354 -3.329415
O 2.000261 0.244233 2.692266
O 0.240077 0.559297 -2.379039
O 1.012720 2.438034 3.132847
N 0.809605 1.424297 0.844996
N -0.563901 0.504728 2.877936
C 0.045343 0.611771 -3.776620
C -0.443298 1.943106 0.325379
C 0.354220 -3.030451 -1.488141
C 1.243391 -0.566657 -0.584780
C 1.724912 0.765294 -0.064767
C 1.119440 -2.951439 -0.336821
C -1.194247 -3.155840 -3.828637
C -0.668227 -0.878803 2.480214
C -0.920297 0.734187 4.262338
C 1.554852 -1.724325 0.117356
C 0.488343 -0.636014 -1.760650
C -0.773890 4.355785 0.808217
C -0.928129 3.092352 1.155862
C 0.020254 -1.889176 -2.204861
H -0.282531 4.635657 -0.109491
H 0.017050 -1.517658 3.049146
H -0.669143 1.764376 4.499033
H -1.992632 0.575423 4.383675
H -1.692763 -1.217000 2.636444
H -1.762112 -2.925563 -4.729145
H 2.138585 -1.637395 1.020383
H -0.254620 2.271503 -0.699207
H -1.206698 1.152028 0.303361
H 2.645312 0.620340 0.500783
H 1.910210 1.445848 -0.901005
H 0.185072 1.659168 -4.046188
H -0.348841 -3.800094 -4.090245
H -1.409750 2.826855 2.083816
H -0.960192 0.294798 -4.058815
H 0.778951 0.000937 -4.307446
H -0.375808 0.068146 4.941391
H -0.418674 -0.957971 1.425070
H -1.843845 -3.675561 -3.117136
H 0.010541 -3.996370 -1.820896
H -1.123986 5.162991 1.427907
H 1.366698 -3.854245 0.199526

Forces on the atoms, in the same order (eV/Å):
-0.2 0.1 -0.1
0.2 0.3 0.4
0.0 -0.3 -0.2
-0.1 -0.3 0.4
-0.2 0.0 0.1
0.0 -0.3 0.8
0.9 0.6 -0.4
-0.1 0.2 -0.5
-0.3 0.3 0.0
-0.1 0.0 -0.1
-0.1 0.0 -0.3
0.4 -0.2 -0.1
0.0 0.1 0.1
-0.1 -0.2 -0.1
0.0 -0.3 -0.2
0.0 0.3 0.3
0.0 -0.1 -0.1
0.1 -0.1 0.1
-0.1 0.0 0.0
-0.3 0.1 -0.2
-0.1 0.0 -0.1
0.1 0.0 -0.2
0.0 0.0 0.0
-0.2 0.0 0.2
0.0 0.0 0.0
0.0 0.0 0.0
0.0 -0.1 0.1
0.1 0.0 0.1
0.0 -0.1 0.1
0.1 0.1 -0.1
0.0 0.0 -0.3
0.0 0.0 0.2
0.0 -0.1 0.0
0.0 0.0 0.0
-0.1 0.1 0.1
0.1 0.1 0.0
0.0 0.0 0.0
0.0 0.0 0.0
-0.1 -0.2 0.0
0.0 0.0 0.0
-0.1 -0.1 -0.1
-0.1 0.1 0.2
0.0 -0.1 0.1

***

Formula: C14H22NO10
Source: the Open Molecules 2025 dataset
Level of theory: the ωB97M-V functional and the def2-TZVPD basis

Calculated values
HOMO energy (eV): -1.16
Orbital gap (eV): 3.102
Charge: -1

Positions of all 47 atoms, in Å:
O -2.787118 -1.058300 0.180835
O 4.136010 -3.008699 -0.646490
O 3.164216 -1.021005 -1.072478
O 4.747489 -1.161277 0.493290
O -2.950446 -4.287970 1.607791
O 0.682266 3.143792 -0.314627
O -2.524517 -3.067290 -0.810421
O -0.999359 -1.465314 -1.128927
O -0.139877 5.149099 -0.853810
O 1.330343 4.140162 -2.230216
N -4.055012 -4.573452 2.537475
C -1.176475 5.847812 1.232907
C -0.454069 -2.661897 -1.706994
C -3.679083 -3.876121 3.655592
C -0.887374 4.702776 0.293043
C 2.948123 1.385622 -1.360769
C 0.292741 -2.339095 -2.978048
C -4.458640 -2.929345 4.229752
C -1.696464 -3.499434 -1.892084
C 4.025310 -1.847653 -0.430078
C 0.033841 3.650037 0.860805
C -2.169881 -1.794992 -0.514462
C 0.685922 4.143823 -1.232820
C 3.171528 0.248354 -0.397176
C 4.536034 0.235518 0.250314
H -1.503120 -4.566901 -1.820352
H -2.214867 -3.290130 -2.833016
H -5.530971 -2.968130 4.154652
H 5.323584 0.598528 -0.415384
H 4.570152 0.794824 1.182289
H -1.819838 4.259148 -0.063553
H 3.143073 2.342950 -0.882310
H 0.219454 -3.116678 -0.976403
H -1.915233 6.521315 0.799432
H 3.590278 1.287592 -2.237736
H -0.500178 2.854371 1.374685
H -1.559942 5.481353 2.184941
H -0.274577 6.434623 1.410898
H -3.179828 -3.436296 1.224081
H 0.547805 -3.238668 -3.538578
H 2.375105 0.231121 0.351717
H -0.301542 -1.680204 -3.613692
H 1.921337 1.383347 -1.716119
H -3.964772 -2.112944 4.740329
H 1.212324 -1.804639 -2.739422
H -2.708045 -4.091871 4.111660
H 0.794288 4.062140 1.529477

Forces on the atoms, in the same order (eV/Å):
0.0 0.1 0.0
0.0 -0.1 0.0
0.1 -0.1 0.2
0.0 0.1 -0.1
0.8 -0.8 -0.1
-0.1 0.3 0.1
0.2 0.5 -0.4
0.0 -0.1 0.1
0.1 -0.2 0.0
0.1 0.0 -0.1
-0.3 -0.4 0.6
0.0 0.3 -0.2
0.2 0.0 -0.4
-0.8 0.0 -1.3
-0.1 0.3 0.4
-0.1 -0.3 -0.4
0.1 0.4 0.0
0.3 0.0 1.1
-0.1 -0.3 0.2
-0.1 0.0 0.0
-0.1 -0.3 0.1
0.0 -0.1 0.0
-0.1 0.0 0.0
-0.1 0.5 -0.2
0.0 -0.1 0.2
-0.1 0.0 0.2
0.1 0.1 0.0
-0.3 0.6 -0.7
-0.1 0.0 -0.1
0.0 -0.2 0.1
0.1 -0.1 0.0
0.0 0.0 0.0
-0.1 0.0 0.1
0.0 0.0 0.0
0.2 0.0 0.1
0.1 -0.1 -0.1
0.0 -0.1 0.0
0.1 -0.1 0.1
-0.3 0.0 0.3
0.0 -0.1 0.1
0.1 -0.1 0.1
-0.1 -0.1 0.0
0.0 0.1 0.0
-0.2 -0.3 1.0
0.1 -0.1 0.0
0.8 0.8 -0.6
0.0 0.1 0.0

***

Number 1: calculated total energy -180406.8697 eV. Number 2: calculated total energy -157325.5562 eV. Number 3: calculated total energy -35605.7739 eV. Number 4: calculated total energy -36877.9821 eV. Number 5: calculated total energy -36837.2168 eV.